Entry 1:
C24H23AsClCuN4O2 | ωB97M-V/def2-TZVPD

Geometry (Å):
Cu  -0.00600  0.14033  -0.83434
O  -4.62448  4.70399  1.61802
C  -4.89736  3.51280  1.40217
O  -5.93055  2.84110  1.55305
C  -3.70003  2.69610  0.83535
C  -3.81623  1.32902  0.63090
C  -2.71782  0.61739  0.18039
N  -1.54665  1.21142  -0.04590
C  -1.44617  2.53683  0.06564
C  -2.50439  3.31485  0.50709
C  -0.16015  3.11217  -0.41383
C  0.33808  4.32086  0.06193
C  1.50499  4.82317  -0.48426
C  2.12986  4.11979  -1.50375
C  1.57699  2.91631  -1.90229
N  0.47120  2.40356  -1.36209
C  -2.75804  -0.82222  -0.19826
C  -3.84045  -1.64097  0.10926
C  -3.86811  -2.93210  -0.38118
C  -2.81735  -3.37710  -1.17105
C  -1.76475  -2.51332  -1.40223
N  -1.72061  -1.26895  -0.92096
H  -4.78534  0.88554  0.81983
H  -2.44700  4.39323  0.58552
H  -0.18784  4.84800  0.84628
H  1.92074  5.75527  -0.12401
H  3.02225  4.49999  -1.98168
H  2.03706  2.33055  -2.69154
H  -4.64837  -1.26203  0.71819
H  -4.70392  -3.58244  -0.15812
H  -2.81750  -4.36988  -1.59965
H  -0.91465  -2.82078  -1.99828
Cl  4.59894  2.02845  1.73391
C  3.96404  1.04943  0.46260
C  4.80114  0.47480  -0.47591
C  4.22647  -0.29744  -1.47171
C  2.85282  -0.46250  -1.48751
N  2.05063  0.09821  -0.57997
C  2.59788  0.84136  0.38062
H  5.86977  0.63470  -0.42578
H  4.83932  -0.76692  -2.22881
H  2.36904  -1.06481  -2.24570
H  1.92860  1.28760  1.10677
C  1.07400  -4.80064  -0.05581
As  1.01444  -2.88176  0.37270
C  -0.20445  -3.03346  1.89811
C  2.69090  -2.80617  1.38980
H  1.41081  -5.38887  0.79860
H  1.74659  -4.97258  -0.89575
H  0.07494  -5.13189  -0.34112
H  0.16831  -3.76937  2.61123
H  -1.19046  -3.34189  1.54878
H  -0.30463  -2.06907  2.39629
H  2.74233  -3.61177  2.12331
H  2.75870  -1.85054  1.91180
H  3.54247  -2.88738  0.71334

Properties
**Charge**: 0
**Energy above the lowest of the compared OMol25 structures with the same formula, charge and spin**: 0.629 eV
**Lowest unoccupied orbital energy**: -0.523 eV
**HOMO**: -7.565 eV



Entry 2:
C24H23BF4NOPPt | ωB97M-V/def2-TZVPD

Geometry (Å):
Pt  1.00935  -0.55199  0.80354
O  1.08116  -1.60364  2.94016
C  0.13343  -1.54666  2.20214
C  -1.20729  -2.12302  2.32473
C  -1.43070  -3.18906  3.18116
C  -2.69496  -3.76723  3.23819
C  -3.72326  -3.27646  2.45088
C  -3.51055  -2.19341  1.60173
C  -2.24849  -1.61678  1.52697
P  -2.03850  -0.15183  0.54566
C  -0.66192  -0.26555  -0.58856
C  -0.06787  -1.54148  -0.86798
C  0.74126  -1.68025  -2.02768
C  0.94460  -0.61173  -2.85357
C  0.34843  0.64532  -2.58478
C  -0.44496  0.82570  -1.49226
C  -3.49908  0.32844  -0.28940
C  -3.70608  -0.11703  -1.60031
C  -4.89045  0.19891  -2.24100
C  -5.85136  0.95828  -1.58300
C  -5.64185  1.40452  -0.28378
C  -4.46679  1.08908  0.37574
H  -0.61841  -3.56485  3.78937
H  -2.87281  -4.60112  3.90340
H  -4.70458  -3.72831  2.49909
H  -4.32873  -1.80558  1.00954
H  -0.44617  -2.44065  -0.39574
H  1.16035  -2.65075  -2.25551
H  1.54592  -0.72807  -3.74559
H  0.50791  1.46589  -3.27150
H  -0.92761  1.77757  -1.30778
H  -2.95210  -0.70036  -2.11660
H  -5.06318  -0.13885  -3.25334
H  -6.77298  1.20906  -2.09103
H  -6.39402  2.00047  0.21416
H  -4.30138  1.43621  1.38789
F  -0.05505  0.98839  4.09838
B  1.09587  1.59655  3.89119
F  -1.69631  0.99748  1.53519
F  1.57801  2.47277  4.72142
F  1.75289  1.30106  2.76734
C  6.02512  0.66550  -0.48714
C  4.86163  1.51732  -1.01855
C  4.93550  2.95077  -0.47016
C  4.83625  1.51600  -2.55416
C  3.60790  0.91470  -0.54189
N  2.63289  0.44418  -0.16576
H  6.95726  1.10878  -0.83569
H  5.97249  -0.35770  -0.85801
H  6.03983  0.64920  0.60202
H  5.86539  3.40011  -0.81690
H  4.93660  2.95935  0.61921
H  4.10603  3.55890  -0.83026
H  5.76384  1.96119  -2.91208
H  4.00573  2.10823  -2.93894
H  4.77174  0.50245  -2.95014

Properties
**Charge**: +2
**Energy above the lowest of the compared OMol25 structures with the same formula, charge and spin**: 0.000 eV
**Lowest unoccupied orbital energy**: -6.864 eV
**HOMO**: -15.344 eV



Entry 3:
C24H23BF6N5O7S4Ta | ωB97M-V/def2-TZVPD

Geometry (Å):
Ta  10.22546  11.43933  10.98091
F  12.46012  15.57477  7.96023
C  12.38519  15.20470  9.28766
F  13.64148  14.87320  9.67671
F  11.96122  16.23680  10.06913
S  11.01516  13.68566  9.43926
O  10.59908  12.22554  9.04515
O  11.30833  13.44146  10.91459
N  9.72124  14.57522  9.18696
S  8.39886  14.11624  9.92632
O  8.66156  12.97367  10.87728
O  7.70675  15.24144  10.47254
C  7.31172  13.68127  8.36068
F  7.47798  12.37680  8.02220
F  7.72500  14.44370  7.26067
F  6.02408  13.88680  8.62937
C  10.18643  7.15727  9.08779
N  9.47140  7.25370  10.36284
C  9.37839  6.13345  11.21725
C  8.94375  6.57016  12.42614
N  8.61512  7.98258  12.32205
B  7.97774  8.82946  13.54212
N  7.86997  10.34248  13.34757
C  6.72994  11.14716  13.43880
C  7.10694  12.44466  13.67820
N  8.48090  12.48758  13.65960
C  9.33345  13.69658  13.77293
C  8.91994  11.18359  13.44633
S  10.57386  10.84359  13.46296
C  8.97476  8.31998  11.08344
S  8.70310  9.84412  10.29827
H  10.93443  7.92121  8.99543
H  9.49786  7.15133  8.24896
H  10.69843  6.20289  9.10335
H  9.69757  5.15258  10.84928
H  8.72730  6.05872  13.34201
H  6.95433  8.29507  13.77698
H  8.83526  8.54515  14.40874
H  5.73814  10.62115  13.49486
H  6.53681  13.40629  13.74337
H  9.10193  14.41291  12.99840
H  10.34455  13.30869  13.63474
H  9.25150  14.12920  14.78836
O  14.54166  12.06022  10.41073
C  14.38361  10.65128  10.13300
C  12.93854  10.05708  10.28199
O  12.60673  9.01024  9.77716
O  12.12732  10.86609  10.97262
C  14.77377  10.59634  8.65436
C  14.32488  11.52943  7.73398
C  14.55185  11.36855  6.38642
C  15.45028  10.38717  5.93272
C  15.93820  9.43469  6.84767
C  15.53189  9.49966  8.18810
C  15.36360  9.91079  11.05461
C  16.75251  10.03831  10.90914
C  17.64698  9.47187  11.78728
C  17.14233  8.90844  12.92492
C  15.80422  8.60359  13.06853
C  14.90145  9.11333  12.14463
H  14.08852  12.33562  11.23192
H  13.70672  12.38123  8.03597
H  14.10027  12.02116  5.65759
H  15.79892  10.35596  4.88202
H  16.60589  8.67794  6.50038
H  15.90809  8.70597  8.83028
H  17.13586  10.61429  10.07264
H  18.72694  9.48134  11.59848
H  17.83844  8.62827  13.66439
H  15.48223  7.95287  13.84630
H  13.83813  8.85634  12.26953

Properties
**Charge**: +2
**Energy above the lowest of the compared OMol25 structures with the same formula, charge and spin**: 0.000 eV
**Lowest unoccupied orbital energy**: -9.434 eV
**HOMO**: -13.148 eV



Entry 4:
C24H23Cl4EuF5N2O4S2 | ωB97M-V/def2-TZVPD

Geometry (Å):
Eu  -9.44765  2.67368  17.27575
Cl  -14.73153  6.34879  13.52182
C  -13.50753  5.19458  13.98067
C  -12.86275  4.54449  12.97111
Cl  -13.35911  4.73366  11.33422
C  -11.72121  3.81292  13.24446
Cl  -10.77569  3.15114  11.93703
C  -11.23082  3.62213  14.58112
O  -10.14339  2.98080  14.89870
C  -11.92689  4.29281  15.70112
O  -11.48234  4.18086  16.89833
C  -12.98805  5.15340  15.32390
Cl  -13.69624  6.28926  16.46401
C  -3.34253  2.50052  20.93296
C  -4.01025  3.81339  20.57368
N  -5.42616  3.85452  20.75733
C  -5.93572  3.71051  22.05325
C  -5.40988  4.69345  23.12530
C  -6.22564  3.68248  19.59126
S  -7.84001  3.15980  19.76233
N  -5.68491  4.08561  18.45836
C  -5.94428  3.46072  17.24552
O  -6.56700  2.41162  17.01081
C  -5.26869  4.17426  16.13657
C  -4.30056  5.15166  16.29750
C  -3.67809  5.74564  15.19596
C  -4.09551  5.36559  13.92381
C  -5.09661  4.44151  13.72569
C  -5.67487  3.83279  14.85979
H  -2.36238  2.56946  20.45448
H  -3.88138  1.65425  20.56418
H  -3.14730  2.37222  21.99595
H  -3.90370  3.91764  19.48817
H  -3.42209  4.64644  21.01434
H  -5.83180  2.68080  22.42884
H  -6.99632  3.83170  21.98555
H  -4.30260  4.57110  23.27416
H  -5.85190  4.43983  24.09075
H  -5.66574  5.71924  22.82931
H  -3.98245  5.40502  17.31254
H  -2.82884  6.39255  15.31078
H  -3.48309  5.76626  13.12863
H  -5.28318  4.06910  12.73044
H  -6.49493  3.12122  14.75905
F  -8.85833  -0.03446  18.19333
C  -9.98954  -0.39583  19.05301
F  -11.03309  -0.17193  18.10952
C  -10.01272  -1.90781  19.02964
F  -9.76891  -2.45146  17.79795
F  -11.21266  -2.39466  19.45617
F  -9.08402  -2.35950  19.89144
O  -8.25667  4.88105  16.81028
S  -9.09446  5.69440  15.84164
C  -9.79548  6.99553  16.79845
C  -8.62414  7.83854  17.33895
C  -7.35008  7.54342  16.49088
C  -7.82629  6.75827  15.22205
H  -10.46749  6.50259  17.52328
H  -10.40612  7.52472  16.04394
H  -8.50118  7.54672  18.38906
H  -8.87154  8.88994  17.36141
H  -6.60979  6.94222  17.02864
H  -6.80885  8.42698  16.15871
H  -7.08127  6.04149  14.83240
H  -8.16822  7.45147  14.46282

Properties
**Charge**: -2
**Spin multiplicity**: 8
**Energy above the lowest of the compared OMol25 structures with the same formula, charge and spin**: 0.000 eV
**Lowest unoccupied orbital energy (spin up / spin down)**: 3.995 / 3.995 eV
**HOMO (spin up / spin down)**: -1.661 / -1.731 eV